1.
84
Properties=species:S:1:pos:R:3:lowdin_charge:R:1 method="wB97M-V/def2-TZVPD" lumo_energy_ha=-0.2056 total_charge=+2 e_tot_ha=-5864.675620 homo_lumo_gap_ev=7.819
Zn -11.26868 -29.25015 -18.30464 0.981
Zn -11.64187 -26.04007 -21.17236 0.887
C -11.86561 -26.77834 -18.69881 -0.838
O -12.35617 -25.74413 -19.12763 -0.005
O -12.07724 -27.49992 -17.66477 -0.108
O -11.47546 -27.59554 -19.63081 -0.141
C -8.51313 -28.01890 -17.41801 -0.585
O -9.43368 -28.74762 -17.82374 -0.015
N -8.08297 -26.95832 -18.13204 0.194
N -7.95650 -27.97194 -16.20487 0.215
H -7.36544 -26.30086 -17.89827 0.124
H -8.53664 -27.01517 -19.03684 0.101
H -8.11591 -28.63414 -15.46237 0.138
H -7.18180 -27.33928 -16.16076 0.119
C -13.89734 -30.51725 -19.63583 -0.582
O -12.99776 -30.09805 -18.88472 -0.012
N -15.11761 -30.03195 -19.44283 0.192
N -13.87960 -31.47223 -20.59998 0.201
H -15.18035 -29.24318 -18.80337 0.081
H -15.90519 -30.42062 -19.93095 0.130
H -13.11678 -32.11663 -20.73711 0.126
H -14.74658 -31.84317 -20.94970 0.119
C -12.45104 -23.02020 -21.70895 -0.617
O -12.03927 -24.19522 -21.60943 -0.039
N -13.58704 -22.56326 -21.18382 0.218
N -11.76613 -22.11822 -22.39233 0.198
H -14.07984 -23.23994 -20.60429 0.082
H -13.96943 -21.66511 -21.41794 0.130
H -10.90509 -22.45029 -22.79740 0.125
H -12.06085 -21.18320 -22.61149 0.128
C -13.50577 -26.24334 -14.68413 -0.740
O -13.90141 -25.78526 -13.61257 0.031
N -13.75627 -25.68888 -15.85365 0.187
N -12.83739 -27.39833 -14.79109 0.163
H -13.33680 -26.23181 -16.59378 0.052
H -14.29937 -24.86033 -16.00806 0.115
H -12.52486 -27.72579 -15.69780 0.057
H -12.80210 -27.95997 -13.95750 0.118
C -14.86380 -26.57717 -21.86138 -0.642
O -13.68951 -26.63700 -21.51981 0.018
N -15.81565 -27.39551 -21.39491 0.193
N -15.40744 -25.58976 -22.58198 0.201
H -15.58047 -28.02601 -20.64881 0.079
H -16.78547 -27.20820 -21.57284 0.120
H -14.78575 -24.91605 -23.00151 0.118
H -16.38600 -25.46502 -22.76462 0.121
C -8.61668 -24.94997 -20.84426 -0.634
O -9.76796 -25.40759 -20.67182 -0.042
N -8.23429 -23.83123 -20.22164 0.221
N -7.71089 -25.63415 -21.53671 0.200
H -7.23480 -23.76253 -20.11362 0.124
H -8.84839 -23.44057 -19.51220 0.091
H -7.93511 -26.59256 -21.74460 0.126
H -6.78734 -25.28364 -21.72960 0.128
C -10.01952 -23.98793 -17.09190 -0.216
C -10.38845 -23.69721 -15.62366 -0.234
O -11.52465 -22.86211 -15.63574 -0.058
O -9.46940 -22.80291 -17.66377 -0.068
H -10.97774 -24.31283 -17.50536 0.104
H -9.31321 -24.79869 -17.26158 0.094
H -9.57736 -23.24839 -15.04439 0.123
H -10.69057 -24.58519 -15.05963 0.116
H -12.12141 -23.17816 -14.95272 0.086
H -10.16673 -22.14863 -17.78298 0.105
C -15.74028 -24.64422 -18.73442 -0.253
C -16.91143 -23.77250 -19.23452 -0.224
O -16.97687 -22.45802 -18.70260 -0.033
O -14.50053 -24.06889 -18.99409 -0.088
H -15.75699 -25.59176 -19.29366 0.099
H -15.80692 -25.04383 -17.71596 0.109
H -17.82853 -24.33015 -19.03316 0.121
H -16.77715 -23.71799 -20.31792 0.105
H -16.37714 -22.50601 -17.95010 0.087
H -13.79105 -24.67920 -18.74691 0.049
C -17.63236 -29.00039 -16.40152 -0.226
C -16.18577 -28.61629 -16.10499 -0.189
O -15.59109 -28.09356 -17.31021 -0.115
O -18.37894 -27.86204 -16.82609 -0.059
H -18.15576 -29.54460 -15.61860 0.133
H -17.69351 -29.57529 -17.33562 0.111
H -15.64015 -29.46896 -15.70153 0.126
H -16.27321 -27.79159 -15.39482 0.130
H -14.65354 -27.91853 -17.17374 0.057
H -17.76093 -27.53699 -17.49203 0.060

***

2.
17
Properties=species:S:1:pos:R:3:lowdin_charge:R:1 method="wB97M-V/def2-TZVPD" lumo_energy_ha="-0.1148 / -0.2949" total_charge=+1 spin_multiplicity=2 e_tot_ha=-611.607705 homo_lumo_gap_ev="10.042 / 5.120"
C -1.35868 -0.80397 -1.69811 -0.001
N -0.13789 -0.72045 -0.96802 0.139
C -0.01861 0.16667 0.19539 -0.400
C 0.89556 -0.46544 1.20182 -0.531
S 1.45416 0.46199 2.70596 0.772
C 0.49777 1.54406 -0.33278 0.003
H -1.67548 0.16662 -2.07623 0.117
H -1.16822 -1.46688 -2.54654 0.118
H -2.19619 -1.18751 -1.11038 0.135
H 0.37222 -1.58314 -0.75075 0.175
H -0.99428 0.14669 0.70394 0.170
H 0.43526 -1.37215 1.61755 0.084
H 1.85272 -0.80280 0.78804 0.084
H 0.33954 0.31006 3.42853 -0.130
H -0.17873 1.88665 -1.10708 0.080
H 0.34458 2.12607 0.58541 0.084
H 1.53626 1.59353 -0.63674 0.100

***

3.
23
Properties=species:S:1:pos:R:3:lowdin_charge:R:1 method="wB97M-V/def2-TZVPD" lumo_energy_ha=0.0284 e_tot_ha=-455.015276 homo_lumo_gap_ev=8.582 smiles="NN=C(N)N.CC(C)O"
N 3.49735 -1.86199 0.15583 -0.050
N 3.01565 -0.77550 -0.64492 -0.042
C 2.12912 -0.04118 -0.08061 -0.575
N 1.75704 1.15035 -0.66270 0.118
N 1.49844 -0.34121 1.12668 0.118
H 4.36121 -2.16304 -0.28458 0.059
H 2.83716 -2.63555 0.10171 0.063
H 0.76385 1.37941 -0.60991 0.042
H 2.14013 1.24982 -1.59141 0.090
H 1.20192 0.47660 1.63893 0.086
H 2.05226 -0.97482 1.69002 0.070
C -3.15758 0.67931 0.67202 -0.068
C -1.75681 0.35254 0.22933 -0.347
C -1.61276 -0.68199 -0.80797 -0.074
O -1.14844 1.62698 -0.68914 -0.180
H -3.80813 0.83464 -0.18715 0.088
H -3.17108 1.56015 1.31264 0.078
H -3.55518 -0.16191 1.24273 0.087
H -1.04795 0.26781 1.05917 0.103
H -1.57421 0.09881 -1.66789 0.122
H -2.42710 -1.40278 -0.83271 0.084
H -0.62606 -1.13652 -0.82809 0.066
H -1.36882 2.50008 -0.34198 0.062

***

4.
20
Properties=species:S:1:pos:R:3:lowdin_charge:R:1 method="wB97M-V/def2-TZVPD" lumo_energy_ha=-0.2399 total_charge=+2 e_tot_ha=-368.306787 homo_lumo_gap_ev=10.012
Rb 1.04899 -0.68052 5.83209 0.981
C 0.21339 -1.19675 2.21768 -0.075
C 1.05351 -1.05788 0.95409 -0.144
N 0.31707 -0.44748 -0.15327 -0.050
C -0.64534 -1.08487 -0.90384 0.013
C -1.11449 -0.18573 -1.78972 0.016
N -0.43627 0.98846 -1.57067 -0.074
C 0.41707 0.80896 -0.57795 -0.010
C -0.58733 2.23288 -2.35756 0.052
H 0.85300 -1.57188 3.02828 0.037
H -0.63178 -1.88196 2.12939 0.092
H -0.24678 -0.24626 2.50617 0.086
H 1.43986 -2.01283 0.60850 0.141
H 1.90421 -0.41114 1.16942 0.132
H -0.86654 -2.12915 -0.76812 0.150
H -1.85881 -0.29092 -2.55870 0.151
H 1.04378 1.57952 -0.16151 0.177
H -0.36296 3.08019 -1.71695 0.105
H -1.62214 2.30564 -2.67605 0.108
H 0.08155 2.20171 -3.21130 0.112

***

5.
15
Properties=species:S:1:pos:R:3:lowdin_charge:R:1 method="wB97M-V/def2-TZVPD" lumo_energy_ha=0.0019 e_tot_ha=-345.738663 homo_lumo_gap_ev=9.836 smiles="CCC(=O)CC=O"
C -1.36588 -0.45763 -0.86296 -0.094
C -0.74875 -0.73960 0.51242 -0.167
C 0.25463 0.20263 1.11666 -0.527
O 0.86207 -0.07278 2.13569 0.067
C 0.72688 1.31977 0.27513 -0.011
C 1.74865 0.18316 -0.41488 -0.187
O 1.69043 -0.03791 -1.59135 0.064
H -1.96518 0.45964 -0.86547 0.079
H -2.03359 -1.28960 -1.10753 0.076
H -0.63335 -0.38013 -1.67495 0.064
H -0.27540 -1.72726 0.53975 0.131
H -1.51532 -0.72612 1.28596 0.126
H 0.07894 1.64883 -0.54368 0.102
H 0.92963 2.18876 0.93480 0.130
H 2.24624 -0.57174 0.26039 0.147

***

What are the energy above the lowest of the compared OMol25 structures with the same formula, charge and spin values for these records? In order: 3.038 0.563 1.349 0.000 1.804 eV.